# 1
38
Properties=species:S:1:pos:R:3:forces:R:3 method="wB97M-V/def2-TZVPD" e_lumo_ev=-5.17 total_charge=+1 homo_ev=-12.772 fmax_ev_per_a=2.550
C 4.403 -1.397 0.731 -0.50 -0.10 1.04
C 3.232 -0.349 0.570 0.75 0.42 -0.19
C 3.103 0.262 -0.885 0.08 0.12 0.43
C 2.303 -0.661 -1.891 1.04 0.10 0.27
N 1.314 0.128 -2.734 -1.65 -1.02 1.65
C 0.166 0.306 -1.860 -0.21 1.25 0.09
C -0.031 1.559 -1.150 -1.55 -1.35 0.65
C -1.172 1.711 -0.234 0.49 -1.86 -1.60
C -1.384 3.018 0.566 0.09 1.40 0.49
O -1.741 3.045 1.709 0.23 -1.02 -0.65
O -1.102 4.239 -0.065 0.93 -1.99 -0.14
C -2.083 0.563 -0.076 0.36 -0.59 -1.19
C -3.321 0.516 0.882 0.62 -0.26 1.00
C -2.987 -0.609 1.981 0.52 -0.61 -0.83
C -3.558 -2.042 1.599 0.19 0.72 0.08
Br -3.544 -0.090 3.800 0.12 -0.04 -0.79
C -1.833 -0.652 -0.860 0.62 1.86 0.34
N -0.737 -0.744 -1.714 -0.34 2.03 1.31
H 4.154 -2.054 1.617 0.33 0.62 -0.96
H 5.349 -0.862 1.027 -0.83 -0.64 -0.72
H 4.546 -2.081 -0.142 -0.03 0.76 0.61
H 3.486 0.516 1.253 -0.44 -0.95 -0.60
H 2.259 -0.779 0.926 0.73 0.38 -0.45
H 4.135 0.456 -1.302 -1.09 -0.24 0.44
H 2.640 1.286 -0.767 0.25 -1.16 -0.40
H 1.772 -1.478 -1.312 0.63 0.72 -0.62
H 3.039 -1.123 -2.594 -0.80 0.25 0.54
H 0.978 -0.478 -3.499 0.50 0.39 0.19
H 0.705 2.379 -1.309 -0.84 -0.83 0.04
H -0.383 4.646 0.465 -0.78 0.14 -0.18
H -4.280 0.272 0.359 0.96 0.13 0.23
H -3.479 1.469 1.447 0.38 -0.71 -0.84
H -1.864 -0.718 2.013 -1.21 0.37 0.35
H -4.371 -1.902 0.841 0.52 -0.40 0.77
H -2.717 -2.631 1.140 -0.92 0.30 0.49
H -3.945 -2.562 2.515 0.41 0.40 -1.09
H -2.492 -1.548 -0.807 0.62 0.98 -0.07
H -0.559 -1.608 -2.239 -0.18 0.44 0.33

=====

# 2
37
Properties=species:S:1:pos:R:3:forces:R:3 method="wB97M-V/def2-TZVPD" e_lumo_ev=0.79 homo_ev=-8.362 fmax_ev_per_a=0.648
C 1.544 3.910 3.833 -0.02 -0.02 0.04
O 1.445 2.844 4.743 0.06 0.04 0.11
C 0.847 1.677 4.225 0.08 -0.30 -0.06
C 1.710 0.937 3.175 -0.14 0.27 0.22
N 1.371 1.182 1.788 0.01 0.40 -0.22
H 1.302 2.177 1.611 0.02 -0.10 -0.01
C 0.185 0.495 1.305 0.00 -0.28 0.00
C 0.555 -0.903 0.794 0.00 0.39 -0.35
H 1.087 -1.457 1.567 0.00 -0.10 0.05
H -0.358 -1.446 0.542 0.02 -0.10 0.05
C 1.459 -0.791 -0.434 0.14 -0.39 0.50
H 2.284 -0.114 -0.200 -0.06 -0.17 -0.04
O 0.801 -0.182 -1.525 -0.17 0.04 -0.23
C -0.147 -0.862 -2.212 -0.14 0.09 -0.17
C -0.419 -2.222 -2.134 0.26 0.14 0.18
C -1.400 -2.790 -2.931 -0.10 0.11 -0.12
C -2.142 -2.032 -3.824 0.06 -0.05 0.08
C -1.880 -0.668 -3.904 0.12 -0.07 0.14
C -0.906 -0.105 -3.110 0.16 0.31 0.11
Br -0.558 1.761 -3.195 -0.14 -0.09 -0.12
H -2.441 -0.045 -4.584 -0.04 0.09 -0.05
C -3.199 -2.645 -4.691 0.02 0.04 -0.04
H -4.142 -2.115 -4.575 -0.10 -0.03 -0.03
H -3.351 -3.690 -4.437 -0.06 -0.07 -0.02
H -2.909 -2.582 -5.739 -0.05 -0.05 -0.09
H -1.587 -3.851 -2.848 -0.03 -0.11 0.00
H 0.136 -2.851 -1.456 0.07 -0.03 0.09
H 1.866 -1.768 -0.720 0.00 0.10 -0.01
H -0.597 0.402 2.074 0.02 0.07 -0.08
H -0.228 1.064 0.469 -0.06 -0.01 0.07
H 1.639 -0.138 3.348 0.07 -0.01 0.04
H 2.753 1.231 3.328 -0.03 -0.11 0.15
H 0.694 1.041 5.099 -0.05 0.01 -0.08
H -0.137 1.921 3.792 0.05 -0.06 0.03
H 0.570 4.136 3.379 0.02 0.00 -0.02
H 2.272 3.708 3.039 0.01 0.03 -0.02
H 1.879 4.772 4.408 0.01 0.04 -0.11

=====

# 3
46
Properties=species:S:1:pos:R:3:forces:R:3 method="wB97M-V/def2-TZVPD" e_lumo_ev=-13.12 total_charge=+4 homo_ev=-20.790 fmax_ev_per_a=0.110
W -0.145 0.119 0.364 -0.11 0.00 0.00
N 0.997 -1.572 1.335 0.00 -0.01 0.00
C 0.663 -1.820 2.752 -0.01 -0.01 -0.01
C -0.758 -1.372 2.940 0.01 0.04 0.01
O -1.461 -1.559 3.870 -0.01 -0.02 0.00
N -1.226 -0.599 1.790 -0.02 -0.03 0.04
C -2.661 -0.290 1.854 0.00 0.00 -0.01
C -2.970 0.430 0.571 -0.01 0.00 0.00
O -3.895 1.146 0.339 0.01 0.00 0.00
O -1.966 0.241 -0.321 0.09 0.00 0.03
H 0.769 -2.404 0.789 0.02 0.00 -0.01
H 1.998 -1.432 1.208 0.00 0.02 0.01
H 1.317 -1.246 3.409 0.00 -0.01 0.00
H 0.759 -2.873 3.016 0.00 0.00 0.00
H -2.906 0.337 2.713 0.00 0.00 0.00
H -3.239 -1.214 1.955 0.00 0.00 0.00
O 1.963 0.254 -0.347 0.01 -0.01 0.01
C 2.854 1.285 0.146 -0.01 0.02 0.00
C 2.384 1.573 1.532 0.01 0.02 -0.01
C 3.184 2.251 2.431 0.00 -0.01 0.00
C 2.689 2.552 3.689 -0.01 0.00 0.00
C 1.388 2.171 4.006 0.01 0.00 0.00
C 0.643 1.497 3.071 0.01 -0.01 0.00
N 1.128 1.174 1.842 0.00 0.00 -0.03
H 2.069 0.111 -1.303 0.01 -0.04 0.01
H 2.784 2.169 -0.491 -0.02 0.00 0.00
H 3.875 0.905 0.130 0.00 0.01 -0.01
H 4.187 2.539 2.141 0.00 0.00 0.00
H 3.303 3.077 4.411 0.00 0.00 0.00
H 0.954 2.390 4.972 0.00 0.00 0.00
H -0.373 1.207 3.289 0.00 0.00 0.00
Cl -0.055 -11.758 -14.144 -0.03 -0.05 -0.05
C 0.318 -10.737 -12.992 0.07 -0.03 -0.05
Cl -0.018 -1.341 -1.377 0.00 0.04 0.05
H 0.360 -9.674 -13.219 -0.02 0.00 0.01
H 0.539 -11.119 -11.997 -0.02 0.01 0.01
N -2.993 3.805 -0.283 0.00 0.00 0.00
C -1.622 3.668 -0.871 0.00 0.00 0.00
C -0.875 2.538 -0.207 0.02 0.01 0.01
O -1.117 2.155 0.960 -0.01 0.01 0.00
O -0.030 1.839 -0.861 0.02 0.05 -0.01
H -3.553 4.462 -0.838 0.00 0.00 0.00
H -2.971 4.163 0.677 0.00 0.00 0.00
H -3.495 2.892 -0.258 0.00 0.00 0.00
H -1.080 4.609 -0.757 0.00 0.00 0.00
H -1.716 3.450 -1.934 0.00 0.00 0.00